The following is a quantum chemistry calculation of the ion C2H2NO3S with charge -1, from OMol25.

Output
- Calculated total energy: -756.06282 Eh
- Multiplicity: 1
- Net charge: -1
- Energy relative to the best compared isomer or geometry (same formula, charge and spin): 2.098 eV

Last column: Löwdin charge in e.
Atoms and positions in Å:
O: -1.919 -0.404 0.696  -0.366
S: -1.319 -0.257 -0.633  0.398
O: -1.533 -1.413 -1.554  -0.395
O: -1.389 1.043 -1.213  -0.338
C: 0.385 -0.369 -0.080  -0.357
N: 1.592 -0.882 0.081  0.102
C: 1.222 0.427 0.756  -0.216
H: 1.776 1.259 0.126  0.103
H: 1.183 0.596 1.821  0.067


The following is a quantum chemistry calculation of the molecule C5H3FN2, from OMol25.

Output
- Calculated total energy: -401.63648 Eh
- Multiplicity: 1
- Energy relative to the best compared isomer or geometry (same formula, charge and spin): 0.508 eV

Last column: Löwdin charge in e.
Atoms and positions in Å:
C: -1.364 0.016 0.125  -0.015
C: 0.067 -0.464 0.033  -0.211
C: 0.295 -1.841 0.031  -0.183
N: 0.295 -2.979 -0.133  0.202
C: 1.144 0.327 -0.092  -0.243
F: 2.378 -0.234 -0.010  0.080
C: 1.190 1.714 -0.069  -0.137
N: 1.041 2.851 -0.052  0.209
H: -1.959 -0.874 0.386  0.098
H: -1.624 0.457 -0.841  0.092
H: -1.464 1.025 0.622  0.108


The following is a quantum chemistry calculation of the molecule C2H5N3OS, from OMol25.

Output
- Calculated total energy: -716.80258 Eh
- Multiplicity: 1
- Energy relative to the best compared isomer or geometry (same formula, charge and spin): 3.759 eV

Last column: Löwdin charge in e.
Atoms and positions in Å:
H: 0.285 2.853 -0.405  0.053
N: -0.448 2.176 -0.173  0.151
C: 0.030 1.043 0.145  -0.604
N: 1.377 0.618 0.160  -0.349
S: 1.698 -1.038 -0.200  0.759
O: -0.783 0.033 0.557  -0.146
N: -1.859 -0.140 -0.284  0.023
C: -2.312 -1.288 -0.056  -0.006
H: 2.037 1.297 -0.307  0.107
H: 2.029 -1.361 1.056  -0.142
H: -3.170 -1.581 -0.667  0.084
H: -1.877 -1.968 0.618  0.070


The following is a quantum chemistry calculation of a structure of composition C30H40AlN4O2P2, from OMol25.

Output
- Calculated total energy: -2461.81767 Eh
- Multiplicity: 1
- Net charge: +1

Last column: Löwdin charge in e.
Atoms and positions in Å:
Al: -0.139 -0.017 0.186  -0.067
C: -0.261 3.998 1.059  -0.001
C: -0.374 2.538 1.381  -0.356
O: -0.128 1.702 0.388  -0.101
C: -0.723 2.097 2.621  0.009
C: -0.891 0.725 2.955  -0.253
C: -1.393 0.326 4.299  -0.006
N: -0.614 -0.191 2.061  0.019
N: -0.819 -1.510 2.361  0.128
C: -0.843 -2.215 1.283  -0.376
O: -0.732 -1.648 0.083  -0.067
C: -1.003 -3.657 1.375  -0.157
C: -1.429 -4.383 0.264  -0.018
C: -1.618 -5.747 0.371  -0.070
C: -1.368 -6.390 1.573  -0.071
C: -0.913 -5.673 2.670  -0.068
C: -0.735 -4.309 2.578  -0.022
H: -1.227 4.383 0.726  0.097
H: 0.452 4.149 0.252  0.087
H: 0.046 4.559 1.936  0.089
H: -0.932 2.824 3.390  0.119
H: -1.664 1.190 4.894  0.083
H: -0.621 -0.244 4.809  0.096
H: -2.249 -0.337 4.197  0.093
H: -1.642 -3.857 -0.655  0.112
H: -1.968 -6.312 -0.478  0.106
H: -1.534 -7.452 1.656  0.107
H: -0.705 -6.182 3.598  0.107
H: -0.404 -3.719 3.418  0.111
C: -0.154 -1.108 -3.461  -0.180
P: -0.213 0.288 -2.270  1.097
C: 1.450 0.977 -2.584  -0.364
N: 1.658 1.605 -3.713  0.148
C: 2.874 2.126 -3.958  -0.188
C: 3.139 2.791 -5.171  0.003
C: 4.373 3.344 -5.381  -0.049
C: 5.380 3.263 -4.403  -0.050
C: 5.162 2.611 -3.220  0.002
C: 3.907 2.020 -2.979  -0.191
N: 3.677 1.348 -1.837  0.141
C: 2.497 0.820 -1.640  -0.368
P: 2.287 -0.051 -0.055  1.080
C: 3.300 1.005 1.029  -0.188
C: 3.216 -1.673 -0.199  -0.683
C: 3.116 -2.315 1.187  -0.075
C: 2.472 -2.538 -1.217  -0.085
C: 4.667 -1.496 -0.631  -0.074
C: -1.471 1.471 -3.007  -0.680
C: -2.816 0.846 -2.619  -0.085
C: -1.329 2.824 -2.314  -0.082
C: -1.340 1.633 -4.518  -0.080
H: 0.251 -0.770 -4.414  0.058
H: -1.155 -1.511 -3.599  0.055
H: 0.481 -1.887 -3.047  0.027
H: 2.358 2.849 -5.910  0.118
H: 4.588 3.850 -6.309  0.114
H: 6.338 3.720 -4.599  0.113
H: 5.925 2.525 -2.464  0.118
H: 4.291 1.122 0.596  0.047
H: 3.361 0.565 2.023  0.056
H: 2.818 1.980 1.100  0.054
H: 2.083 -2.303 1.541  0.072
H: 3.742 -1.797 1.911  0.081
H: 3.443 -3.352 1.142  0.098
H: 1.409 -2.586 -0.976  0.062
H: 2.869 -3.552 -1.200  0.099
H: 2.602 -2.142 -2.224  0.080
H: 5.248 -0.964 0.118  0.081
H: 4.732 -0.953 -1.572  0.071
H: 5.119 -2.477 -0.773  0.096
H: -2.817 0.596 -1.552  0.075
H: -3.009 -0.066 -3.181  0.080
H: -3.632 1.540 -2.809  0.098
H: -1.530 2.722 -1.251  0.060
H: -2.048 3.530 -2.722  0.096
H: -0.332 3.240 -2.451  0.083
H: -1.523 0.698 -5.040  0.077
H: -0.348 1.996 -4.775  0.058
H: -2.070 2.360 -4.867  0.093


The following is a quantum chemistry calculation of a cluster of 2 separate species, C4H7NO in total, from OMol25.

Output
- Calculated total energy: -286.46725 Eh
- Multiplicity: 1
- Energy relative to the best compared isomer or geometry (same formula, charge and spin): 4.473 eV

Last column: Löwdin charge in e.
Atoms and positions in Å:
C: -0.729 1.869 -0.436  -0.031
C: -0.986 0.578 -0.401  -0.278
N: -1.155 -0.607 -0.686  0.083
C: -0.208 -1.563 -0.131  -0.171
C: 0.463 -0.859 1.047  -0.267
O: -0.055 0.130 1.511  0.009
H: -0.588 2.251 -1.436  0.067
H: -0.702 2.532 0.420  0.068
H: -0.779 -2.415 0.268  0.120
H: 0.498 -1.981 -0.862  0.117
H: 1.379 -1.242 1.513  0.127
H: 1.221 0.961 -0.463  0.077
H: 1.641 0.347 -0.345  0.080


The following is a quantum chemistry calculation of the ion C5H9NO4P with charge +1, from OMol25.

Output
- Calculated total energy: -892.70854 Eh
- Multiplicity: 1
- Net charge: +1
- Energy relative to the best compared isomer or geometry (same formula, charge and spin): 2.013 eV

Last column: Löwdin charge in e.
Atoms and positions in Å:
C: 0.921 -2.525 0.360  0.008
C: -0.218 -2.198 -0.642  -0.061
C: 0.261 -1.476 -1.792  -0.379
O: 0.423 -1.240 -2.903  0.285
N: -0.475 -0.661 -0.814  0.071
P: 0.745 0.687 -0.181  0.554
O: 2.087 0.234 -0.457  -0.145
O: 0.323 0.960 1.312  -0.170
C: -0.711 1.962 1.528  -0.098
C: -0.694 2.731 0.115  -0.103
O: -0.022 1.858 -0.832  -0.140
H: 0.622 -2.417 1.308  0.048
H: 1.787 -1.912 0.198  0.072
H: 1.241 -3.552 0.184  0.113
H: -1.082 -2.904 -0.677  0.190
H: -1.446 -0.310 -0.882  0.182
H: -0.186 2.556 2.344  0.157
H: -1.781 1.630 1.737  0.146
H: -1.761 2.989 -0.043  0.139
H: -0.032 3.588 0.136  0.130


The following is a quantum chemistry calculation of a structure of composition C2H3N4O, from OMol25.

Output
- Calculated total energy: -371.79810 Eh
- Multiplicity: 1
- Net charge: +1
- Energy relative to the best compared isomer or geometry (same formula, charge and spin): 5.605 eV

Last column: Löwdin charge in e.
Atoms and positions in Å:
C: -2.006 -0.717 0.019  0.083
C: 1.147 0.310 -0.581  -0.449
N: -0.850 -1.005 0.646  0.214
N: -1.320 0.138 -1.019  0.287
N: -0.260 -0.168 -0.481  0.001
N: 1.510 0.514 0.715  0.231
O: 1.629 0.622 -1.635  0.199
H: -3.077 -0.864 -0.018  0.144
H: 1.024 -0.041 1.487  0.154
H: 2.204 1.210 0.868  0.136


The following is a quantum chemistry calculation of a cluster of 3 separate species, C20H32Cl4N2O5 in total, from OMol25.

Output
- Calculated total energy: -3107.20323 Eh
- Multiplicity: 1

Last column: Löwdin charge in e.
Atoms and positions in Å:
C: 0.028 1.301 5.776  -0.143
C: 0.929 0.583 4.583  -0.235
C: 0.877 1.617 3.298  -0.188
C: -0.530 1.501 2.417  -0.260
C: -0.984 -0.057 2.100  -0.120
C: -0.502 2.462 1.046  0.043
C: -1.580 3.687 1.118  -0.035
O: -2.501 4.005 2.221  -0.026
C: -1.546 4.583 -0.299  0.106
C: -2.514 5.875 -0.591  -0.423
O: -3.028 6.099 -1.806  -0.106
O: -2.842 6.782 0.556  -0.220
C: -0.431 3.940 -1.309  0.030
N: 0.504 2.817 -1.178  0.077
N: 0.467 2.091 -0.019  -0.111
C: 1.455 0.926 -0.033  -0.103
C: 1.147 -0.062 -1.343  -0.174
C: -0.412 -0.622 -1.351  -0.109
C: -0.877 -1.286 -2.777  -0.235
O: 0.035 -1.641 -3.688  -0.007
O: -2.324 -1.507 -3.049  -0.123
C: -2.794 -2.737 -2.376  -0.209
C: -3.471 -2.362 -0.894  -0.105
H: -0.541 0.535 6.458  0.078
H: 0.721 2.047 6.396  0.093
H: -0.811 2.003 5.299  0.074
H: 2.036 0.519 5.025  0.118
H: 0.608 -0.515 4.340  0.096
H: 1.846 1.603 2.644  0.100
H: 0.833 2.709 3.780  0.129
H: -1.360 1.883 3.188  0.131
H: -0.043 -0.787 2.062  0.048
H: -1.623 -0.093 1.115  0.061
H: -1.653 -0.461 2.999  0.107
H: -3.434 3.732 1.910  0.159
H: -0.373 4.504 -2.362  0.145
H: 1.502 0.298 0.938  0.108
H: 2.530 1.414 -0.180  0.155
H: 1.409 0.443 -2.368  0.004
H: 1.836 -1.009 -1.182  0.125
H: -0.488 -1.441 -0.487  0.040
H: -1.145 0.248 -1.010  0.122
H: -3.673 -3.167 -3.028  0.136
H: -1.906 -3.508 -2.254  0.132
H: -4.511 -1.848 -1.112  0.091
H: -2.755 -1.718 -0.227  0.034
H: -3.737 -3.418 -0.406  0.091
Cl: 3.013 0.648 -3.922  0.608
C: 3.035 -0.083 -5.546  -0.630
C: 3.362 -1.567 -5.504  -0.660
Cl: 5.049 -1.871 -5.014  0.532
H: 3.753 0.471 -6.159  0.071
H: 2.039 0.065 -5.973  0.078
H: 3.240 -2.003 -6.499  0.075
H: 2.706 -2.106 -4.813  0.060
Cl: 2.108 -4.064 3.043  0.540
C: 1.504 -4.974 1.636  -0.657
C: 0.936 -4.061 0.561  -0.624
Cl: -0.574 -3.269 1.079  0.616
H: 0.758 -5.692 1.990  0.072
H: 2.353 -5.536 1.235  0.076
H: 0.697 -4.643 -0.333  0.079
H: 1.649 -3.280 0.278  0.066


- Which formula does entry 7 have?
  C2H3N4O